1.
Below is an isolated ion of composition C6H10N2OS and charge +2 at a distorted geometry, with properties calculated with ωB97M-V/def2-TZVPD.

The geometry in XYZ format:
```
20
Properties=species:S:1:pos:R:3:forces:R:3:nbo_charge:R:1
C -1.53632 -3.78136 -0.46000 -2.49 -1.91 -1.92 0.307
C -2.47147 -2.84013 -1.02984 1.20 -3.44 -0.11 -0.157
C -0.32510 -2.08564 0.32617 0.21 2.87 0.84 0.068
C 0.24679 2.45976 -0.51773 -1.56 -1.84 1.86 -0.586
C 1.09635 1.39156 0.21582 -1.27 -0.11 -0.79 -0.423
C 0.25426 0.49296 1.08712 -0.59 -0.48 0.68 -0.459
N -0.50221 -3.40117 0.20271 0.98 -0.78 1.58 -0.552
N -2.12705 -1.64177 -0.80799 2.09 3.01 1.64 0.345
O -2.43352 -0.53625 -0.96933 0.01 -0.60 -0.21 -0.062
S 0.79787 -1.27460 1.26041 -1.22 -1.14 -1.55 0.734
H -1.61227 -4.89270 -0.55213 -0.56 1.04 -0.11 0.298
H -3.24335 -3.15028 -1.71808 -0.46 0.26 0.06 0.330
H 0.90475 3.07949 -0.99436 1.46 1.91 -1.19 0.248
H -0.54816 2.15308 -1.21432 0.67 -0.67 0.02 0.220
H -0.31249 2.94095 0.25235 -0.23 1.13 0.45 0.218
H 1.84272 1.78358 0.88261 0.42 0.65 -0.20 0.243
H 1.54909 0.82734 -0.53463 1.19 -1.01 -1.22 0.220
H 0.47006 0.85015 2.09782 -0.94 -0.35 0.29 0.281
H -0.80749 0.30808 0.85515 0.41 0.93 0.22 0.239
H -0.09961 -4.13920 0.80491 0.66 0.54 -0.33 0.487
```
Positions in Å, forces in eV/Å.

The value obtained for the HOMO-LUMO gap (alpha / beta) is 6.82 / 6.82 eV. Its net charge is +2. The maximum force comes out at 0.0781 Eh/bohr.

=====

2.
Below is an isolated ion of composition C6H10N3 and charge +1 at a distorted geometry, with properties calculated with ωB97M-V/def2-TZVPD.

The geometry in XYZ format:
```
19
Properties=species:S:1:pos:R:3:forces:R:3:nbo_charge:R:1
C -1.72222 1.66099 -0.41844 -1.35 4.18 3.37 0.132
C -0.47430 -0.81896 1.49762 0.20 0.45 0.30 0.595
C 1.05561 0.64440 0.22942 1.35 1.21 -1.54 -0.246
C -1.11496 0.66238 -1.05743 0.04 -2.88 -0.84 -0.093
C 0.40451 0.54409 -1.13987 -2.31 -1.09 -1.84 -0.282
C 0.69397 -0.75981 -1.93631 2.68 -1.28 4.23 -0.607
N -2.12785 2.54331 0.25932 0.56 -1.67 -1.46 -0.148
N 0.68294 -0.27941 1.31485 -2.70 1.10 -4.14 -0.571
N -0.87583 -1.43127 2.60554 -0.11 0.80 -2.63 -0.779
H 2.13168 0.71527 0.01639 0.11 -1.46 0.39 0.251
H 1.02376 1.66250 0.52649 -1.20 1.04 1.01 0.236
H -1.88135 0.07645 -1.63480 1.41 0.06 0.26 0.270
H 0.55957 1.44220 -1.83862 0.78 -0.88 1.28 0.291
H 0.68246 -1.71700 -1.26816 -0.51 1.74 -0.83 0.215
H 1.68722 -0.85990 -2.34047 0.62 0.68 -0.09 0.239
H 0.07904 -0.91551 -2.71212 -2.57 -0.36 -2.68 0.223
H 1.41901 -0.38381 1.87773 3.40 -0.94 3.30 0.413
H -1.87204 -1.51546 2.58487 -0.48 -0.64 0.86 0.441
H -0.35121 -1.27046 3.43400 0.06 -0.06 1.06 0.419
```
Positions in Å, forces in eV/Å.

The value obtained for the HOMO-LUMO gap (alpha / beta) is 6.05 / 9.56 eV. Its net charge is +1. For the energy relative to the best compared isomer or geometry (same formula, charge and spin), the calculation gives 5.4906 eV. The maximum force comes out at 0.1076 Eh/bohr.

=====

3.
Below is an isolated ion of composition C6H10N3 and charge +1 at a distorted geometry, with properties calculated with ωB97M-V/def2-TZVPD.

The geometry in XYZ format:
```
19
Properties=species:S:1:pos:R:3:forces:R:3:nbo_charge:R:1
C -1.52029 2.09070 0.01829 1.57 2.52 0.24 -0.473
N -1.24370 0.80334 0.42524 -1.62 -5.67 0.21 -0.112
N -2.04971 -0.10436 0.00621 0.12 2.70 0.35 -0.184
C -2.02920 -1.46310 0.24047 2.43 -0.56 -0.36 0.080
C -0.94342 -2.27766 -0.02490 -4.10 0.61 0.97 -0.306
C 0.34278 -1.91209 -0.41586 1.88 -0.45 -0.21 -0.264
C 1.00100 -0.82218 -0.67776 0.50 1.85 0.50 0.473
N 1.75317 0.22429 -0.68261 -1.25 -4.49 2.81 -0.446
C 2.56638 0.73832 0.40327 -1.75 0.50 3.88 -0.451
H -2.36870 2.33532 -0.57493 -0.33 -0.56 -1.60 0.232
H -1.82047 2.65937 0.89550 0.60 0.04 0.73 0.256
H -0.47897 2.47283 -0.25542 -1.67 0.18 -0.14 0.218
H -2.97332 -2.00535 0.40776 0.27 0.97 0.15 0.249
H -1.26893 -3.31339 0.04126 0.93 -0.04 -0.22 0.255
H 0.96753 -2.80067 -0.53988 0.39 0.20 -0.26 0.309
H 1.93263 0.59753 -1.52683 0.58 1.92 -3.72 0.421
H 2.77349 0.05996 1.32392 -0.35 0.48 -2.24 0.260
H 3.44912 1.19519 0.04397 0.86 0.25 -0.50 0.243
H 1.91060 1.52194 0.89229 0.92 -0.45 -0.59 0.239
```
Positions in Å, forces in eV/Å.

The value obtained for the HOMO-LUMO gap is 8.04 eV. Its net charge is +1. For the energy relative to the best compared isomer or geometry (same formula, charge and spin), the calculation gives 5.5431 eV. The maximum force comes out at 0.1147 Eh/bohr.

=====

4.
Below is an isolated ion of composition C6H10N3 and charge +1 at a distorted geometry, with properties calculated with ωB97M-V/def2-TZVPD.

The geometry in XYZ format:
```
19
Properties=species:S:1:pos:R:3:forces:R:3:nbo_charge:R:1
N -3.79738 1.40697 0.10394 0.16 -0.57 -0.26 -0.114
C -3.10297 0.49702 -0.01987 -0.55 0.52 0.56 0.165
C -2.09383 -0.53083 0.00645 1.28 1.68 -0.99 0.460
N -2.45263 -1.77667 0.07964 -0.80 -4.87 -0.76 -0.723
N -0.84984 -0.07122 -0.11476 -0.49 -1.12 0.49 -0.287
C -0.54262 1.34144 -0.17519 0.36 2.75 -0.46 -0.247
C 0.97338 1.46966 0.20187 -1.29 0.01 -0.05 -0.394
C 1.55388 0.08358 -0.13871 -0.13 1.97 0.20 -0.435
C 0.39397 -0.87674 0.01342 0.12 -1.89 0.53 -0.243
H -3.41386 -2.23414 -0.01575 1.32 2.13 0.44 0.470
H -1.81677 -2.58529 -0.14952 -0.13 1.74 0.60 0.441
H -1.27614 1.92917 0.46601 1.26 -0.69 -0.68 0.247
H -0.59253 1.77447 -1.19786 -0.62 -0.74 0.33 0.234
H 0.94637 1.67960 1.24169 0.55 -0.08 1.19 0.217
H 1.49297 2.32909 -0.26319 -0.49 -0.64 -0.06 0.249
H 1.94823 0.16611 -1.13092 -0.30 -0.44 -0.96 0.231
H 2.45907 -0.03972 0.42189 0.08 -0.82 0.84 0.260
H 0.45628 -1.62228 -0.78130 -0.32 -0.01 -0.13 0.231
H 0.37388 -1.49172 0.96833 0.00 1.06 -0.81 0.237
```
Positions in Å, forces in eV/Å.

The value obtained for the HOMO-LUMO gap is 10.04 eV. Its net charge is +1. For the energy relative to the best compared isomer or geometry (same formula, charge and spin), the calculation gives 1.4933 eV. The maximum force comes out at 0.0970 Eh/bohr.

=====

Question: net charge of number 4 (C6H10N3)?
Answer: +1

=====

Question: Among the records above, which one has the highest net charge?
Answer: C6H10N2OS

=====

Question: Which value of maximum force does entry 2 give?
Answer: 0.1076 Eh/bohr